<one>
Computed, not measured: a 4-piece molecular cluster, H9O4 overall, with ωB97M-V/def2-TZVPD.

Element x y z (Å)
O 0.42561 -0.89093 0.02617
H 0.10885 -0.55960 0.96098
H -0.41289 -0.81014 -0.57496
H 0.95398 -0.12722 -0.33306
O 1.51739 1.33903 -0.69772
H 1.04743 2.02286 -1.18073
H 2.45620 1.50281 -0.77793
O -1.58153 -0.56919 -1.49975
H -1.42272 -0.67745 -2.43322
H -2.39861 -1.05733 -1.26906
O -0.33339 0.03563 2.24485
H 0.40299 0.42525 2.73910
H -0.76332 -0.63372 2.79533

Computed properties:
- highest occupied orbital energy (eV) = -16.833
- orbital gap (hartree) = 0.4986
- net charge = +1
- molecular weight (g/mol) = 73.07

<two>
Computed, not measured: a 4-piece molecular cluster, H9O4 overall, with ωB97M-V/def2-TZVPD.

Element x y z (Å)
O 1.79919 0.44009 -1.55661
H -0.06176 0.29976 0.86190
H 2.70912 0.66529 -1.40990
H 1.79950 0.11713 -2.45745
O -1.72092 -1.21898 -0.74355
H -1.50216 -2.00272 -1.27042
H -2.54392 -1.42845 -0.29438
O -0.52338 1.29760 1.98514
H 0.19843 1.85649 2.28702
H -1.00050 1.97354 1.49725
O 0.41763 -0.50832 0.44008
H 0.86546 -0.26314 -0.43970
H -0.50345 -0.92113 0.19919

Computed properties:
- highest occupied orbital energy (eV) = -16.922
- orbital gap (hartree) = 0.4981
- net charge = +1
- molecular weight (g/mol) = 73.07

How far above the most stable structure does each one sit? In kJ/mol: <one> 0.0; <two> 35.3.